Formula: C46H119N9O14
Source: the OMol25 dataset
Level of theory: ωB97M-V/def2-TZVPD

Computed properties:
F_max in Eh/bohr: 0.053
SMILES: COC[C@H](C)N.COC[C@H](C)N.COC[C@H](C)N.COC[C@H](C)N.COCCNCCOC.COCCNCCOC.COCCNCCOC.COCCNCCOC.COCCNCCOC
LUMO energy in eV: 0.451
Calculated total energy in eV: -91697.8369
Kohn-Sham gap in hartree: 0.3119
HOMO in Ha: -0.29536
Energy above the lowest of the compared OMol25 structures with the same formula, charge and spin in kcal per mole: 41.9

Geometry (Å):
C -4.949 -0.118 -1.136
O -4.933 -0.542 0.211
C -6.210 -0.947 0.690
C -6.880 -0.003 1.655
N -7.383 1.243 1.068
C -6.337 2.283 1.025
C -6.947 3.576 0.546
O -7.966 3.937 1.460
C -8.827 4.929 0.952
H -5.585 0.768 -1.241
H -5.418 -0.889 -1.764
H -3.966 0.089 -1.549
H -5.995 -1.886 1.215
H -6.912 -1.188 -0.114
H -6.279 0.146 2.568
H -7.767 -0.523 2.038
H -8.026 1.630 1.753
H -5.488 1.985 0.419
H -5.958 2.482 2.041
H -7.344 3.453 -0.471
H -6.189 4.371 0.507
H -9.508 5.192 1.760
H -9.427 4.523 0.128
H -8.317 5.832 0.603
C -2.405 -5.446 2.977
O -2.619 -4.743 4.204
C -3.690 -3.834 4.094
C -3.262 -2.413 3.852
N -2.472 -1.831 4.906
C -1.450 -0.875 4.502
C -1.878 0.398 3.818
O -2.662 1.268 4.593
C -4.046 0.957 4.616
H -2.264 -4.697 2.195
H -3.202 -6.172 2.803
H -1.484 -5.998 3.155
H -4.311 -3.941 4.995
H -4.427 -4.087 3.317
H -4.173 -1.832 3.626
H -2.715 -2.353 2.893
H -2.248 -2.441 5.670
H -0.693 -1.421 3.906
H -0.832 -0.765 5.402
H -2.404 0.120 2.889
H -0.959 0.913 3.532
H -4.465 1.183 3.625
H -4.465 1.634 5.356
H -4.266 -0.081 4.858
C 2.403 7.096 -6.594
O 1.436 6.349 -5.900
C 1.808 5.967 -4.588
C 0.675 5.150 -4.049
N 0.583 3.898 -4.805
C -0.545 3.088 -4.442
C -0.677 1.914 -5.407
O -1.988 1.406 -5.238
C -2.135 0.102 -5.729
H 2.471 6.768 -7.626
H 3.391 6.983 -6.118
H 2.215 8.171 -6.481
H 2.004 6.869 -3.994
H 2.739 5.388 -4.639
H -0.291 5.653 -4.184
H 0.829 4.916 -2.992
H 0.628 4.086 -5.796
H -1.519 3.606 -4.526
H -0.549 2.639 -3.446
H 0.059 1.138 -5.144
H -0.464 2.151 -6.458
H -1.354 -0.575 -5.359
H -2.099 0.078 -6.825
H -3.097 -0.281 -5.390
C 10.736 4.748 1.170
O 10.051 3.860 2.019
C 8.695 3.695 1.668
C 8.061 2.835 2.737
N 8.596 1.475 2.785
C 8.168 0.578 1.685
C 6.723 0.200 1.902
O 6.428 -0.702 0.816
C 5.184 -1.344 1.011
H 10.200 5.702 1.113
H 10.810 4.343 0.152
H 11.736 4.874 1.574
H 8.532 3.233 0.684
H 8.206 4.681 1.616
H 6.983 2.758 2.598
H 8.276 3.256 3.721
H 9.606 1.524 2.806
H 8.791 -0.312 1.726
H 8.319 1.131 0.753
H 6.051 1.045 1.744
H 6.557 -0.315 2.849
H 4.392 -0.586 0.934
H 5.179 -1.802 2.009
H 4.963 -2.100 0.260
C -2.913 -2.696 -2.867
O -3.814 -3.731 -3.277
C -4.647 -4.177 -2.224
C -5.897 -4.804 -2.781
N -6.884 -3.838 -3.213
C -7.499 -3.142 -2.088
C -8.236 -1.891 -2.518
O -8.572 -1.203 -1.342
C -9.288 0.014 -1.533
H -2.247 -2.659 -3.730
H -2.336 -3.042 -2.005
H -3.410 -1.741 -2.721
H -4.816 -3.432 -1.439
H -4.105 -4.998 -1.725
H -6.255 -5.521 -2.018
H -5.620 -5.378 -3.668
H -7.580 -4.238 -3.824
H -6.750 -2.845 -1.363
H -8.248 -3.811 -1.637
H -9.117 -2.167 -3.118
H -7.575 -1.294 -3.162
H -8.764 0.778 -0.961
H -10.304 -0.135 -1.160
H -9.366 0.270 -2.592
C 4.003 -0.046 4.769
C 2.976 1.014 4.453
C 2.815 1.321 2.996
O 3.873 2.125 2.528
C 3.692 2.538 1.203
N 1.638 0.462 4.874
H 4.019 -0.348 5.819
H 5.020 0.325 4.605
H 3.847 -0.934 4.156
H 3.135 1.925 5.038
H 1.845 1.804 2.786
H 2.774 0.401 2.395
H 3.249 1.739 0.591
H 4.623 2.895 0.767
H 2.952 3.355 1.152
H 1.701 0.138 5.831
H 0.995 1.247 4.843
C 6.188 3.508 -3.595
C 5.660 3.186 -2.187
C 5.263 1.733 -2.079
O 4.326 1.334 -3.058
C 3.014 1.793 -2.818
N 6.724 3.443 -1.190
H 6.628 4.509 -3.585
H 5.425 3.498 -4.370
H 7.003 2.804 -3.775
H 4.837 3.864 -1.946
H 4.936 1.522 -1.054
H 6.094 1.054 -2.288
H 2.903 2.871 -2.980
H 2.707 1.515 -1.800
H 2.328 1.305 -3.509
H 6.816 4.440 -1.027
H 7.612 3.163 -1.596
C 1.138 -6.086 2.261
C 2.575 -5.823 1.812
C 2.736 -5.601 0.294
O 2.061 -6.574 -0.478
C 2.604 -7.866 -0.402
N 3.121 -4.724 2.601
H 0.338 -5.364 2.107
H 1.196 -6.305 3.327
H 0.744 -6.950 1.717
H 3.080 -6.754 2.089
H 3.814 -5.645 0.097
H 2.220 -4.672 0.059
H 2.069 -8.527 0.287
H 3.649 -7.840 -0.058
H 2.628 -8.318 -1.395
H 2.639 -3.868 2.358
H 4.095 -4.525 2.393
C 1.732 -1.819 0.867
C 0.213 -1.868 0.917
C -0.437 -0.915 -0.035
O -0.064 -1.199 -1.369
C -0.331 -0.082 -2.196
N -0.311 -3.219 0.670
H 2.134 -0.806 0.930
H 2.067 -2.260 -0.073
H 2.145 -2.327 1.732
H -0.096 -1.566 1.923
H -0.165 0.118 0.235
H -1.530 -0.968 0.082
H 0.275 0.758 -1.830
H -1.350 0.327 -2.137
H -0.083 -0.464 -3.181
H -0.346 -3.358 -0.337
H 0.303 -3.956 0.998